Below is a cluster of 5 separate species, C24H57NO21P4 in total, with properties calculated with ωB97M-V/def2-TZVPD.

Each line ends with the Löwdin charge.
Cartesian coordinates (Å):
C 2.87419 -6.33841 3.55826  -0.1396
C 1.41052 -5.69365 3.27909  -0.2635
C 1.65419 -4.34441 2.42014  -0.2032
C 0.28420 -3.50020 2.32448  -0.2142
N 0.25553 -2.26178 3.15503  0.0097
C 1.01987 -1.15119 2.54763  -0.2651
O 1.57942 -0.31143 3.62594  0.0044
C 2.07422 0.81221 2.85019  -0.3652
O 3.03506 1.49915 3.24330  0.1160
O 1.33123 0.94690 1.60799  0.0159
C 0.21265 0.03020 1.79931  -0.1874
C -0.40885 -0.71611 0.52497  -0.0936
C -1.19681 0.22973 -0.49794  -0.1464
O -0.36316 1.14220 -1.25678  -0.0720
C 0.68275 0.47663 -1.94570  -0.3630
O 0.53967 -0.65484 -2.49752  0.0446
C 2.12050 1.22377 -1.95896  -0.1227
C 3.25517 0.25130 -1.31501  -0.0870
H 2.84327 -7.25790 4.23463  0.0717
H 3.36360 -6.53000 2.53938  0.0769
H 3.50017 -5.50098 4.04901  0.0726
H 0.82483 -5.46599 4.23270  0.1060
H 0.83674 -6.46210 2.65801  0.1066
H 2.54106 -3.77249 2.85619  0.1078
H 1.95802 -4.67798 1.35544  0.1164
H -0.55896 -4.18634 2.71879  0.1262
H 0.06129 -3.33327 1.21786  0.1059
H 0.53803 -2.43724 4.13112  0.1216
H 1.96329 -1.41378 1.94160  0.1762
H -0.61314 0.57246 2.36978  0.1794
H 0.41555 -1.35235 0.05882  0.1186
H -1.18970 -1.46499 0.93722  0.1405
H -1.88887 0.89568 0.14783  0.1480
H -1.90094 -0.41355 -1.13170  0.1166
H 2.03277 2.10856 -1.22038  0.1153
H 2.40754 1.57581 -3.01855  0.1159
H 4.17928 0.89037 -1.12264  0.0870
H 3.46636 -0.55891 -2.11205  0.0758
H 2.90534 -0.26864 -0.35942  0.0652
C 4.45037 1.19853 -8.26674  -0.1387
O 4.50688 2.00175 -7.10315  -0.3026
P 5.82520 2.04740 -6.00232  0.7444
O 6.73230 1.18131 -6.87534  -0.3042
O 4.99508 1.14369 -4.92457  -0.2778
C 4.61423 -0.17667 -5.26176  -0.1048
O 7.07605 2.23398 -4.83874  -0.2485
C 8.24373 2.91055 -5.28783  -0.1418
H 4.43736 1.85053 -9.14310  0.0858
H 5.25505 0.47526 -8.37307  0.0765
H 3.50773 0.64398 -8.24155  0.0922
H 5.30624 -0.64159 -5.96706  0.0898
H 3.60666 -0.16728 -5.68361  0.0895
H 4.60009 -0.77352 -4.34981  0.0824
H 7.98109 3.73711 -5.95350  0.0820
H 8.90125 2.21247 -5.80388  0.0841
H 8.76829 3.31043 -4.41947  0.0853
C -8.89499 0.20280 -0.20315  -0.1392
O -7.55648 0.65802 -0.25739  -0.2960
P -6.18588 -0.34571 -0.51180  0.7459
O -7.01387 -1.59481 -0.81038  -0.3044
O -5.79233 -0.26184 1.07109  -0.2698
C -6.67685 -0.78610 2.04230  -0.1084
O -4.72819 -1.21018 -0.79834  -0.2612
C -4.55280 -1.70143 -2.12241  -0.1391
H -9.44210 0.61925 -1.05197  0.0857
H -9.01983 -0.87717 -0.19445  0.0762
H -9.34183 0.59533 0.71497  0.0922
H -7.27171 -1.61573 1.65450  0.0888
H -7.33649 0.00729 2.40075  0.0875
H -6.08535 -1.14930 2.88274  0.0916
H -4.92206 -0.97969 -2.85584  0.0865
H -5.07569 -2.64962 -2.23828  0.0849
H -3.48802 -1.86457 -2.29402  0.0769
C -0.73521 3.85681 -2.58830  -0.1383
O -0.50189 4.98051 -3.41680  -0.2891
P -1.22376 5.23503 -4.95421  0.7447
O -2.17203 4.04236 -4.83337  -0.3064
O 0.16451 4.81950 -5.70751  -0.2644
C 0.67885 3.51015 -5.55812  -0.1039
O -1.89498 5.64920 -6.48132  -0.2499
C -3.26879 6.01620 -6.47462  -0.1447
H -1.23776 4.19112 -1.67766  0.0914
H -1.31369 3.05501 -3.03972  0.0732
H 0.23729 3.44373 -2.30682  0.0721
H -0.10904 2.77361 -5.38590  0.0901
H 1.39179 3.49083 -4.73036  0.0809
H 1.20615 3.24323 -6.47408  0.0913
H -3.50753 6.60888 -5.58741  0.0811
H -3.89129 5.12305 -6.50332  0.0830
H -3.47218 6.61456 -7.36336  0.0845
C -1.67779 -0.73477 10.71340  -0.1402
O -1.02384 -1.78127 10.02138  -0.2979
P -0.25634 -1.62051 8.49271  0.7447
O -0.41327 -0.10133 8.44655  -0.3021
O -1.50397 -2.37174 7.75317  -0.2691
C -2.79055 -1.78518 7.77947  -0.1090
O 0.58511 -1.60674 6.99429  -0.2608
C 1.82599 -0.90907 6.98503  -0.1390
H -1.12833 -0.52560 11.63408  0.0853
H -1.79929 0.18931 10.15364  0.0762
H -2.67567 -1.09038 10.98636  0.0917
H -2.74683 -0.69568 7.83991  0.0888
H -3.35453 -2.18117 8.62699  0.0870
H -3.30985 -2.05892 6.86101  0.0914
H 2.36799 -1.07108 7.92077  0.0822
H 1.65266 0.15524 6.83475  0.0882
H 2.42907 -1.28577 6.15846  0.0778

Forces on atoms 1 to 3 (eV/Å):
-0.459 1.253 0.064
1.321 -0.114 -0.519
-0.613 -1.123 -0.380

Multiplicity: 1
Structure (SMILES): CCCCN[C@@H]1OC(=O)O[C@H]1CCOC(=O)CC.COP(=O)(OC)OC.COP(=O)(OC)OC.COP(=O)(OC)OC.COP(=O)(OC)OC
Net charge: 0
Kohn-Sham gap (eV): 6.85
DFT total energy (a.u.): -3948.4454